The following is a quantum chemistry calculation of a 6-piece molecular cluster, C36H66BClF3N6O8S overall at a distorted geometry, from the OMol25 dataset.

CARTESIAN COORDINATES (ANGSTROEM)
1 C -5.867 -5.944 2.786
2 C -4.770 -5.448 2.641
3 C -3.369 -4.828 2.600
4 C -3.580 -3.308 2.144
5 C -2.314 -2.618 1.544
6 N -1.619 -1.525 2.342
7 C -1.205 -1.944 3.728
8 Cl -0.502 -3.628 3.770
9 C -2.293 -1.982 4.856
10 C -1.511 -2.244 6.227
11 C -2.429 -0.237 2.206
12 C -3.904 -0.103 2.690
13 C -4.836 -0.375 1.495
14 C -5.541 -0.664 0.554
15 C -1.561 1.096 2.348
16 C -1.791 2.060 3.555
17 C -1.962 1.428 4.964
18 O -1.096 1.234 5.784
19 C -0.124 0.541 1.961
20 S 0.960 0.939 3.432
21 B 0.626 1.473 0.856
22 C 2.214 1.311 0.551
23 O -0.035 2.475 0.107
24 C -0.365 -1.013 1.614
25 O 0.874 -1.568 2.142
26 C -0.136 -1.456 0.113
27 C -1.036 -0.799 -1.000
28 C -0.212 -0.506 -2.300
29 F -1.118 -0.453 -3.333
30 F 0.442 0.681 -2.250
31 F 0.671 -1.496 -2.608
32 H -6.757 -6.445 3.174
33 H -3.037 -4.806 3.663
34 H -2.681 -5.382 1.929
35 H -4.109 -2.795 2.969
36 H -4.360 -3.405 1.345
37 H -1.598 -3.434 1.275
38 H -2.658 -2.230 0.554
39 H -0.428 -1.280 4.178
40 H -2.976 -2.864 4.796
41 H -2.840 -1.036 5.031
42 H -0.441 -1.944 6.182
43 H -1.988 -1.726 7.086
44 H -1.526 -3.342 6.437
45 H -2.585 -0.190 1.098
46 H -4.169 0.941 2.994
47 H -4.268 -0.763 3.498
48 H -6.275 -0.702 -0.255
49 H -1.951 1.697 1.484
50 H -2.737 2.627 3.348
51 H -1.005 2.857 3.609
52 H -3.016 1.119 5.252
53 H 2.199 0.407 3.176
54 H 2.856 1.656 1.389
55 H 2.475 1.961 -0.324
56 H 2.475 0.269 0.231
57 H -0.015 3.284 0.652
58 H 1.637 -1.150 1.720
59 H -0.146 -2.567 -0.012
60 H 0.905 -1.189 -0.205
61 H -1.825 -1.521 -1.311
62 H -1.475 0.191 -0.716
63 C 5.706 2.334 -3.683
64 C 5.141 3.224 -2.607
65 O 5.537 3.175 -1.445
66 N 4.166 4.099 -2.955
67 C 3.574 4.302 -4.265
68 H 6.473 1.695 -3.251
69 H 4.922 1.702 -4.101
70 H 6.160 2.936 -4.472
71 H 3.835 4.662 -2.186
72 H 3.735 5.341 -4.559
73 H 2.500 4.115 -4.192
74 H 4.005 3.647 -5.013
75 C 7.151 8.170 0.678
76 C 6.066 7.263 0.152
77 O 4.901 7.631 0.058
78 N 6.414 6.007 -0.222
79 C 7.723 5.387 -0.189
80 H 6.717 9.134 0.933
81 H 7.598 7.742 1.576
82 H 7.916 8.324 -0.085
83 H 5.638 5.458 -0.563
84 H 7.990 5.079 -1.201
85 H 7.674 4.501 0.446
86 H 8.483 6.063 0.194
87 C 5.076 2.710 -9.250
88 C 4.491 3.612 -8.195
89 O 4.866 3.577 -7.029
90 N 3.519 4.482 -8.573
91 C 2.946 4.672 -9.892
92 H 5.836 2.077 -8.797
93 H 4.300 2.070 -9.674
94 H 5.545 3.303 -10.037
95 H 3.176 5.053 -7.815
96 H 3.108 5.708 -10.197
97 H 1.872 4.485 -9.836
98 H 3.390 4.008 -10.627
99 C -9.448 -3.160 1.421
100 C -8.419 -3.216 2.521
101 O -7.273 -2.818 2.359
102 N -8.800 -3.729 3.720
103 C -10.099 -4.248 4.105
104 H -8.996 -2.728 0.531
105 H -9.798 -4.165 1.179
106 H -10.289 -2.532 1.722
107 H -8.060 -3.735 4.406
108 H -10.470 -3.668 4.952
109 H -9.984 -5.288 4.413
110 H -10.816 -4.192 3.291
111 C 1.699 -5.330 -2.637
112 C 0.948 -5.521 -1.344
113 O -0.248 -5.776 -1.317
114 N 1.642 -5.400 -0.180
115 C 3.050 -5.101 0.004
116 H 1.011 -5.457 -3.470
117 H 2.119 -4.324 -2.685
118 H 2.493 -6.073 -2.727
119 H 1.071 -5.542 0.639
120 H 3.512 -5.922 0.555
121 H 3.139 -4.187 0.595
122 H 3.564 -4.969 -0.943

Results
HOMO energy (eV): -10.24
LUMO (Eh): -0.076
Total charge: +1

Here are the Mulliken charges for atoms 1 to 5, given in e: 0.05, -0.96, -0.25, -1.35, -0.03